The following is a DFT calculation (ωB97M-V with the def2-TZVPD basis set) of the molecule C24H23N5OS at a distorted geometry.

Each line ends with the Löwdin charge.
CARTESIAN COORDINATES (ANGSTROEM)
C: 4.294 -2.081 0.578  -0.052
C: 3.060 -1.585 1.269  -0.283
C: 2.744 -0.234 1.280  -0.050
C: 1.610 0.231 1.918  -0.026
C: 0.754 -0.651 2.573  -0.240
N: -0.373 -0.217 3.260  0.031
C: -0.843 1.143 3.226  -0.118
C: -1.192 1.688 1.877  -0.299
N: -0.740 2.813 1.403  0.076
N: -1.272 3.016 0.189  0.028
C: -2.046 2.001 -0.071  -0.633
S: -2.955 1.747 -1.530  0.990
C: -1.812 2.612 -2.682  -0.380
C: -0.548 1.826 -2.766  -0.303
C: -0.524 0.621 -3.464  -0.038
C: 0.607 -0.167 -3.467  -0.024
C: 1.736 0.245 -2.757  -0.241
C: 2.880 -0.581 -2.719  -0.178
N: 3.801 -1.264 -2.679  0.178
C: 1.725 1.457 -2.066  -0.015
C: 0.587 2.241 -2.075  -0.034
N: -2.053 1.118 0.975  0.002
C: -2.659 -0.184 0.975  -0.065
C: -1.707 -1.187 0.392  -0.256
C: -0.533 -1.021 -0.278  -0.012
C: -0.079 -2.323 -0.603  -0.039
C: -1.011 -3.177 -0.109  -0.113
O: -2.005 -2.500 0.498  0.041
C: 1.064 -2.020 2.580  -0.219
C: 0.185 -3.002 3.302  -0.039
C: 2.202 -2.456 1.925  -0.019
H: 4.445 -3.140 0.768  0.074
H: 4.218 -1.930 -0.499  0.030
H: 5.170 -1.535 0.927  0.081
H: 3.398 0.468 0.783  0.109
H: 1.392 1.288 1.904  0.096
H: -1.080 -0.923 3.378  0.105
H: -0.075 1.807 3.636  0.129
H: -1.724 1.208 3.874  0.132
H: -1.659 3.612 -2.283  0.079
H: -2.348 2.645 -3.630  0.085
H: -1.408 0.296 -3.992  0.120
H: 0.624 -1.105 -4.003  0.124
H: 2.600 1.770 -1.517  0.119
H: 0.566 3.168 -1.523  0.110
H: -3.575 -0.138 0.372  0.118
H: -2.940 -0.463 1.996  0.136
H: -0.037 -0.098 -0.495  0.103
H: 0.824 -2.573 -1.119  0.108
H: -1.086 -4.246 -0.116  0.123
H: -0.811 -3.049 2.858  0.069
H: 0.078 -2.725 4.351  0.085
H: 0.617 -3.998 3.252  0.079
H: 2.431 -3.513 1.934  0.116

SMILES: Cc1ccc(NCc2nnc(SCc3ccc(C#N)cc3)n2Cc2ccco2)c(C)c1
Total charge: 0
HOMO-LUMO gap: 7.7 eV



The following is a DFT calculation (ωB97M-V with the def2-TZVPD basis set) of a structure of composition C24H24AsF6IrN6OS at a distorted geometry.

Each line ends with the Löwdin charge.
CARTESIAN COORDINATES (ANGSTROEM)
Ir: 0.329 0.379 0.085  1.208
C: -0.742 -6.128 -2.489  -0.060
C: -0.870 -4.749 -1.899  -0.286
C: -2.000 -3.962 -2.113  -0.047
C: -2.084 -2.680 -1.615  -0.022
C: -1.064 -2.101 -0.841  -0.238
N: -1.189 -0.795 -0.391  -0.133
C: -2.422 -0.417 0.160  -0.232
C: -3.206 -1.323 0.885  -0.014
C: -4.401 -0.958 1.473  -0.043
C: -4.868 0.351 1.402  -0.283
C: -6.129 0.777 2.104  -0.058
C: -4.089 1.267 0.715  0.016
C: -2.906 0.895 0.089  -0.122
N: -2.180 1.893 -0.605  -0.060
C: -2.646 3.017 -1.193  -0.054
C: -1.566 3.737 -1.635  -0.028
C: -0.447 2.975 -1.282  -0.098
N: -0.829 1.861 -0.671  -0.115
C: 0.059 -2.910 -0.609  -0.117
C: 0.150 -4.190 -1.152  0.009
N: 1.142 -2.493 0.215  -0.075
C: 1.869 -3.257 1.046  -0.050
C: 2.947 -2.509 1.476  -0.028
C: 2.788 -1.272 0.858  -0.127
N: 1.703 -1.265 0.082  -0.076
H: -1.723 -6.568 -2.669  0.072
H: -0.193 -6.795 -1.824  0.073
H: -0.211 -6.106 -3.443  0.079
H: -2.822 -4.353 -2.703  0.110
H: -2.962 -2.082 -1.822  0.120
H: -2.853 -2.340 0.987  0.119
H: -4.968 -1.699 2.025  0.110
H: -6.811 -0.064 2.230  0.072
H: -6.652 1.556 1.548  0.073
H: -5.910 1.174 3.098  0.082
H: -4.391 2.307 0.684  0.115
H: -3.703 3.198 -1.267  0.119
H: -1.562 4.685 -2.142  0.102
H: 0.594 3.183 -1.442  0.088
H: 1.060 -4.754 -0.979  0.118
H: 1.567 -4.265 1.270  0.127
H: 3.714 -2.808 2.167  0.100
H: 3.390 -0.380 0.929  0.102
F: 2.123 2.020 0.007  -0.195
As: 3.577 4.379 -0.544  0.914
F: 3.256 4.773 1.137  -0.278
F: 1.881 4.705 -0.856  -0.286
F: 3.989 6.057 -0.809  -0.280
F: 3.750 4.199 -2.306  -0.313
F: 5.327 4.158 -0.227  -0.299
S: 1.246 0.216 4.907  0.414
C: 1.052 0.371 3.295  -0.989
N: 0.958 0.485 2.136  -0.106
C: 4.150 2.205 2.069  -0.035
O: 4.276 1.769 0.704  -0.138
C: 3.566 2.289 -0.301  -0.496
C: 3.835 1.520 -1.569  -0.015
H: 4.334 3.267 2.156  0.069
H: 4.913 1.642 2.601  0.094
H: 3.160 1.953 2.446  0.068
H: 4.828 1.074 -1.511  0.095
H: 3.777 2.161 -2.435  0.061
H: 3.090 0.725 -1.643  0.069

Total charge: -1
Expectation value of S²: 0.7539
Multiplicity: 2
HOMO-LUMO gap (spin up / spin down): 6.8 / 7.0 eV



The following is a DFT calculation (ωB97M-V with the def2-TZVPD basis set) of a structure of composition C24H24BCoF2N6S3.

Each line ends with the Löwdin charge.
CARTESIAN COORDINATES (ANGSTROEM)
Co: 0.104 -0.625 0.296  0.523
C: -2.389 -2.644 -2.853  -0.076
C: -1.353 -2.376 -1.960  -0.075
N: -1.353 -1.261 -1.246  0.050
C: -2.389 -0.421 -1.380  -0.194
C: -3.417 -0.718 -2.263  -0.043
N: -3.410 -1.819 -3.004  0.116
C: -2.364 0.790 -0.522  -0.171
C: -3.252 1.844 -0.658  0.072
C: -3.152 2.941 0.200  -0.106
C: -2.143 2.931 1.162  0.062
C: -1.285 1.848 1.229  -0.223
N: -1.407 0.802 0.409  0.087
C: -0.152 1.747 2.179  -0.200
C: 0.057 2.618 3.242  -0.039
N: 1.087 2.480 4.065  0.115
C: 1.905 1.459 3.852  -0.078
C: 1.708 0.567 2.802  -0.084
N: 0.690 0.728 1.965  0.054
C: -4.083 4.084 0.081  -0.166
C: -5.360 3.925 -0.454  -0.007
C: -6.192 5.030 -0.541  -0.121
N: -5.844 6.248 -0.148  0.079
C: -4.629 6.398 0.360  -0.122
C: -3.719 5.362 0.499  -0.006
H: -2.382 -3.548 -3.448  0.120
H: -0.527 -3.060 -1.819  0.121
H: -4.275 -0.070 -2.376  0.120
H: -3.992 1.832 -1.442  0.113
H: -2.033 3.754 1.850  0.115
H: -0.616 3.440 3.444  0.122
H: 2.741 1.338 4.528  0.121
H: 2.358 -0.281 2.628  0.121
H: -5.738 2.964 -0.769  0.111
H: -7.191 4.924 -0.946  0.114
H: -4.360 7.401 0.672  0.114
H: -2.738 5.581 0.898  0.111
C: 2.581 -0.884 -2.367  -0.493
C: 2.097 0.089 -3.437  -0.505
S: 0.397 0.677 -3.218  0.862
C: 0.581 2.461 -3.440  -0.532
C: 1.470 3.188 -2.442  -0.507
S: 1.073 2.830 -0.710  0.891
C: 2.699 2.411 -0.048  -0.514
C: 3.395 1.180 -0.619  -0.460
S: 2.464 -0.386 -0.631  0.885
H: 3.627 -1.128 -2.565  0.091
H: 2.031 -1.825 -2.419  0.075
H: 2.178 -0.423 -4.398  0.084
H: 2.760 0.951 -3.498  0.066
H: -0.439 2.846 -3.387  0.073
H: 0.940 2.674 -4.450  0.087
H: 1.375 4.261 -2.615  0.083
H: 2.518 2.940 -2.609  0.067
H: 2.552 2.306 1.026  0.048
H: 3.370 3.262 -0.180  0.092
H: 4.305 1.010 -0.042  0.087
H: 3.715 1.370 -1.643  0.066
F: -0.525 -3.300 1.674  0.130
B: 0.451 -2.444 1.371  -0.646
F: 1.640 -2.844 1.828  0.119

Total charge: +1
Expectation value of S²: 3.7629
Multiplicity: 4
HOMO-LUMO gap (spin up / spin down): 6.7 / 7.3 eV



The following is a DFT calculation (ωB97M-V with the def2-TZVPD basis set) of a structure of composition C24H24BN12O3PtS.

Each line ends with the Löwdin charge.
CARTESIAN COORDINATES (ANGSTROEM)
Pt: 0.422 -0.485 0.540  1.502
C: 1.426 -0.783 4.825  -0.008
C: 1.030 -1.341 3.618  -0.132
N: 0.911 -0.382 2.699  -0.085
N: 1.228 0.798 3.284  0.041
C: 1.544 0.571 4.572  -0.015
B: 1.373 2.024 2.348  -0.628
N: 2.411 1.584 1.243  0.040
C: 3.623 2.081 0.986  0.002
C: 4.263 1.268 0.058  0.004
C: 3.367 0.252 -0.203  -0.094
N: 2.248 0.451 0.515  -0.147
N: -0.013 2.281 1.661  0.024
C: -0.904 3.256 1.892  -0.018
C: -2.044 3.005 1.150  -0.004
C: -1.784 1.816 0.486  -0.098
N: -0.549 1.401 0.791  -0.087
N: 1.840 3.287 2.987  -0.032
C: 1.981 4.497 2.372  -0.107
C: 2.515 5.373 3.277  -0.035
C: 2.684 4.603 4.445  -0.118
N: 2.285 3.362 4.269  0.079
H: 1.616 -1.289 5.753  0.115
H: 0.864 -2.373 3.356  0.114
H: 1.851 1.393 5.192  0.112
H: 3.964 2.972 1.486  0.141
H: 5.249 1.397 -0.350  0.119
H: 3.454 -0.600 -0.855  0.125
H: -0.669 4.062 2.565  0.141
H: -2.939 3.599 1.108  0.117
H: -2.418 1.243 -0.171  0.101
H: 1.689 4.641 1.344  0.130
H: 2.751 6.411 3.127  0.106
H: 3.076 4.909 5.401  0.116
N: -1.515 -5.065 -6.210  0.173
C: -1.603 -4.094 -5.292  -0.275
C: -2.801 -3.894 -4.571  0.008
C: -2.900 -2.893 -3.645  -0.035
C: -1.792 -2.056 -3.413  -0.323
C: -0.586 -2.247 -4.107  -0.035
C: -0.497 -3.248 -5.033  0.005
S: -1.985 -0.866 -2.231  0.849
O: -1.172 0.408 -2.745  -0.130
O: -3.322 -0.446 -2.024  -0.189
N: -1.215 -1.227 -0.853  -0.154
C: -1.801 -2.121 -0.010  -0.483
N: -2.774 -2.913 -0.275  0.136
C: -3.257 -3.633 0.772  -0.063
C: -2.737 -3.356 2.111  0.059
C: -1.689 -2.485 2.312  -0.105
N: -1.100 -1.927 1.229  -0.022
H: -2.297 -5.663 -6.413  0.126
H: -0.672 -5.211 -6.739  0.124
H: -3.653 -4.532 -4.764  0.129
H: -3.821 -2.738 -3.102  0.124
H: 0.274 -1.617 -3.930  0.115
H: 0.422 -3.390 -5.586  0.127
H: -4.031 -4.361 0.602  0.110
H: -3.180 -3.840 2.971  0.130
H: -1.341 -2.222 3.299  0.105
C: 0.365 2.121 -3.249  0.064
C: 0.171 0.800 -2.597  -0.484
O: 0.971 0.117 -2.030  0.053
H: 0.184 2.021 -4.320  0.118
H: 1.378 2.465 -3.068  0.108
H: -0.368 2.828 -2.861  0.113

Total charge: +2
Expectation value of S²: 8.7836
Multiplicity: 6
HOMO-LUMO gap (spin up / spin down): 6.7 / 4.8 eV



In eV, the ΔE to the lowest compared entry with this formula, charge and spin values for the records above are, in order, 1.231 1.482 0.125 1.575.
In Ha, the total energy values for the records above are, in order, -1675.55825 -4670.36824 -4059.33524 -2353.44457.